(1)
The following is a DFT calculation (ωB97M-V/def2-TZVPD) of C38H50ClCsN10OSTe as an isolated structure.

Each line ends with the Mulliken charge.
Cartesian coordinates (Å):
Cs (2.35, 2.38, -3.83)  1.042
C (2.20, -1.91, 0.74)  -1.611
C (1.83, -0.56, 1.24)  1.342
N (1.58, 0.48, 0.48)  -0.423
C (1.29, 1.53, 1.33)  -0.568
C (1.39, 1.12, 2.62)  -0.742
N (1.76, -0.21, 2.57)  0.413
C (2.00, -1.04, 3.73)  -1.540
N (0.82, -1.37, 4.48)  0.742
N (0.45, -0.59, 5.53)  -0.598
N (-0.65, -1.03, 6.01)  -0.582
C (-1.03, -2.14, 5.28)  0.209
C (-2.13, -2.99, 5.43)  -0.754
C (-2.22, -4.06, 4.57)  -0.593
C (-1.25, -4.28, 3.57)  -0.639
C (-0.17, -3.44, 3.40)  -0.619
C (-0.09, -2.36, 4.29)  1.361
H (2.45, -1.81, -0.31)  0.382
H (1.37, -2.62, 0.82)  0.096
H (3.06, -2.33, 1.27)  0.384
H (1.05, 2.51, 0.94)  0.451
H (1.24, 1.63, 3.56)  0.602
H (2.65, -0.50, 4.41)  0.268
H (2.48, -1.96, 3.41)  0.725
H (-2.87, -2.81, 6.21)  0.445
H (-3.05, -4.75, 4.66)  0.419
H (-1.35, -5.14, 2.92)  0.419
H (0.57, -3.62, 2.63)  0.371
C (7.53, -1.82, -0.28)  -1.177
C (6.01, -1.79, -0.36)  -0.667
N (5.44, -0.65, 0.32)  -0.047
C (5.17, 0.56, -0.26)  0.314
S (5.19, 0.77, -1.93)  -0.507
N (4.93, 1.54, 0.61)  0.064
C (4.60, 2.93, 0.30)  -0.386
C (5.78, 3.86, 0.53)  -1.283
H (7.93, -2.67, -0.84)  0.391
H (7.87, -1.90, 0.76)  0.328
H (7.95, -0.90, -0.71)  0.258
H (5.59, -2.70, 0.07)  0.339
H (5.69, -1.74, -1.40)  0.410
H (5.58, -0.63, 1.32)  0.224
H (4.99, 1.31, 1.60)  0.234
H (3.74, 3.22, 0.90)  0.211
H (4.28, 2.97, -0.73)  0.346
H (6.08, 3.88, 1.58)  0.343
H (5.50, 4.88, 0.25)  0.344
H (6.63, 3.55, -0.07)  0.286
C (-2.76, -2.07, -0.18)  -1.334
C (-3.88, -1.22, 0.43)  2.974
C (-4.75, -2.14, 1.30)  -2.191
C (-3.26, -0.18, 1.38)  -2.162
C (-4.77, -0.49, -0.64)  1.578
O (-5.83, 0.17, 0.09)  -0.674
C (-5.49, -1.41, -1.66)  -1.393
C (-4.88, -1.87, -3.00)  -1.203
C (-3.98, -3.08, -2.94)  -0.001
C (-2.65, -3.01, -3.34)  0.203
C (-1.81, -4.12, -3.25)  -1.008
C (-2.31, -5.31, -2.76)  0.462
Cl (-1.27, -6.69, -2.63)  -0.239
C (-3.64, -5.42, -2.39)  -0.840
C (-4.46, -4.30, -2.48)  0.046
C (-4.14, 0.79, -1.24)  -2.354
N (-2.95, 0.78, -2.09)  1.349
C (-1.65, 0.77, -1.75)  -0.110
N (-0.90, 1.01, -2.80)  -0.265
C (-1.82, 1.16, -3.80)  -0.473
N (-3.07, 1.02, -3.42)  -1.088
H (-2.01, -2.28, 0.59)  0.354
H (-2.25, -1.59, -1.01)  0.150
H (-3.14, -3.03, -0.54)  0.134
H (-4.09, -2.72, 1.95)  0.441
H (-5.32, -2.86, 0.71)  0.346
H (-5.42, -1.58, 1.94)  0.572
H (-2.87, -0.68, 2.27)  0.552
H (-4.01, 0.55, 1.71)  0.319
H (-2.43, 0.36, 0.93)  0.285
H (-6.42, -0.50, 0.44)  0.525
H (-6.39, -0.86, -1.91)  0.455
H (-5.82, -2.30, -1.12)  0.340
H (-4.36, -1.05, -3.49)  0.471
H (-5.73, -2.12, -3.64)  0.423
H (-2.25, -2.07, -3.72)  0.408
H (-0.77, -4.05, -3.55)  0.447
H (-4.02, -6.36, -2.02)  0.423
H (-5.50, -4.39, -2.19)  0.405
H (-3.94, 1.44, -0.40)  0.604
H (-4.92, 1.27, -1.84)  0.363
H (-1.27, 0.65, -0.74)  0.315
H (-1.57, 1.38, -4.82)  0.420
Te (1.67, 4.65, -1.28)  -0.744
C (1.81, 6.68, -1.84)  0.059
C (2.61, 7.11, -2.91)  -0.371
C (2.68, 8.46, -3.25)  -0.478
C (1.96, 9.41, -2.54)  -0.410
C (1.17, 8.99, -1.48)  -0.512
C (1.09, 7.65, -1.14)  -0.229
H (3.18, 6.39, -3.47)  0.281
H (3.31, 8.76, -4.08)  0.335
H (2.02, 10.45, -2.81)  0.355
H (0.60, 9.72, -0.91)  0.331
H (0.47, 7.34, -0.31)  0.328

Energy relative to the best compared isomer or geometry (same formula, charge and spin) in kcal/mol: 3.6
LUMO energy in eV: -0.21
Net charge: 0

=====

(2)
The following is a DFT calculation (ωB97M-V/def2-TZVPD) of a 12-piece molecular cluster, C38H50N12 overall at a distorted geometry.

Each line ends with the Mulliken charge.
Cartesian coordinates (Å):
C (-1.44, 6.77, 0.31)  -0.713
C (-0.53, 5.71, 0.13)  -0.217
C (-1.21, 4.54, 0.24)  -0.268
N (-2.52, 4.82, 0.46)  0.225
C (-2.67, 6.18, 0.51)  -0.690
H (-1.26, 7.83, 0.22)  0.429
H (0.47, 5.71, -0.28)  0.181
H (-0.81, 3.56, 0.03)  0.365
H (-3.27, 4.17, 0.35)  0.185
H (-3.65, 6.62, 0.54)  0.405
C (0.53, -3.30, 1.13)  1.022
C (-0.65, -3.75, 1.76)  -0.809
C (-0.75, -5.09, 1.45)  -0.956
N (0.43, -5.49, 0.87)  0.149
C (1.22, -4.39, 0.65)  -1.405
H (0.97, -2.32, 1.13)  0.416
H (-1.32, -3.09, 2.28)  0.378
H (-1.54, -5.80, 1.64)  0.535
H (0.60, -6.42, 0.54)  0.227
H (2.20, -4.46, 0.21)  0.398
C (1.90, -0.70, -5.43)  -0.681
C (2.77, -0.36, -4.35)  -0.553
C (2.08, 0.45, -3.48)  -0.298
N (0.85, 0.64, -4.03)  0.204
C (0.69, -0.08, -5.18)  -0.507
H (2.20, -1.23, -6.31)  0.416
H (3.76, -0.77, -4.23)  0.461
H (2.42, 0.90, -2.57)  0.259
H (0.09, 1.15, -3.60)  0.237
H (-0.24, -0.04, -5.71)  0.437
C (-3.33, 4.07, -2.44)  -0.703
C (-2.46, 3.02, -2.82)  0.313
C (-3.21, 1.86, -2.81)  -0.969
N (-4.46, 2.18, -2.37)  0.088
C (-4.55, 3.54, -2.09)  -0.949
H (-2.97, 5.09, -2.41)  0.507
H (-1.41, 3.16, -3.02)  0.495
H (-2.94, 0.85, -3.07)  0.609
H (-5.23, 1.55, -2.35)  0.213
H (-5.51, 3.90, -1.78)  0.429
C (-2.41, 1.89, 2.35)  0.583
C (-2.38, 0.76, 3.22)  -1.144
C (-3.13, -0.23, 2.63)  -0.835
N (-3.60, 0.25, 1.43)  0.160
C (-3.26, 1.58, 1.33)  -0.890
H (-1.93, 2.84, 2.52)  0.749
H (-1.79, 0.62, 4.11)  0.565
H (-3.41, -1.22, 2.96)  0.504
H (-4.24, -0.25, 0.84)  0.253
H (-3.58, 2.17, 0.48)  0.052
C (3.82, -2.10, -0.34)  0.347
C (4.73, -2.65, -1.28)  -0.764
C (5.46, -3.60, -0.60)  -0.611
N (5.04, -3.61, 0.69)  0.089
C (4.04, -2.69, 0.88)  -1.464
H (3.07, -1.34, -0.52)  0.666
H (4.82, -2.57, -2.34)  0.381
H (6.26, -4.26, -0.89)  0.421
H (5.30, -4.26, 1.41)  0.214
H (3.50, -2.66, 1.81)  0.712
C (0.45, -1.30, 4.27)  0.290
C (0.66, -1.78, 5.59)  -1.397
C (2.00, -1.63, 5.87)  -0.426
N (2.56, -0.94, 4.83)  -0.049
C (1.63, -0.75, 3.84)  -0.971
H (-0.49, -1.19, 3.75)  0.671
H (-0.02, -2.28, 6.26)  0.409
H (2.60, -1.91, 6.72)  0.436
H (3.50, -0.60, 4.75)  0.222
H (1.89, -0.20, 2.95)  0.794
C (2.91, 4.13, -0.56)  -1.108
C (1.84, 3.44, -1.28)  0.406
N (0.97, 2.92, -1.82)  -0.186
H (3.81, 4.12, -1.17)  0.396
H (3.09, 3.62, 0.38)  0.239
H (2.61, 5.18, -0.48)  0.379
C (0.75, 3.04, 3.11)  0.088
C (2.01, 3.49, 3.68)  0.128
N (3.02, 3.82, 4.10)  -0.501
H (-0.09, 3.15, 3.80)  0.406
H (0.81, 1.96, 2.94)  0.004
H (0.47, 3.49, 2.16)  -0.086
C (-3.19, -5.26, -1.61)  -0.963
C (-2.78, -3.89, -1.32)  0.440
N (-2.53, -2.82, -1.04)  -0.362
H (-2.61, -5.62, -2.45)  0.303
H (-4.27, -5.31, -1.75)  0.368
H (-2.97, -5.85, -0.72)  0.220
C (0.81, -3.17, -2.72)  0.289
C (0.26, -4.52, -2.65)  0.060
N (-0.17, -5.59, -2.66)  -0.601
H (0.17, -2.54, -3.33)  0.189
H (1.83, -3.20, -3.08)  0.373
H (0.87, -2.78, -1.70)  -0.321
C (-0.98, 0.12, -0.95)  0.439
C (-0.11, 0.26, 0.21)  0.373
N (0.67, 0.40, 1.04)  -0.477
H (-0.92, 1.11, -1.42)  -0.459
H (-2.03, -0.06, -0.74)  0.275
H (-0.59, -0.69, -1.55)  -0.148

Energy relative to the best compared isomer or geometry (same formula, charge and spin) in kcal/mol: 5.1
SMILES string: c1cc[nH]c1.c1cc[nH]c1.c1cc[nH]c1.c1cc[nH]c1.c1cc[nH]c1.c1cc[nH]c1.c1cc[nH]c1.CC#N.CC#N.CC#N.CC#N.CC#N
LUMO energy in eV: 0.32
Net charge: 0

=====

(3)
The following is a DFT calculation (ωB97M-V/def2-TZVPD) of C38H50N4OSTl as an isolated structure at a distorted geometry.

Each line ends with the Mulliken charge.
Cartesian coordinates (Å):
Tl (-0.16, -0.04, -0.31)  1.944
C (-3.92, 2.99, 3.84)  -0.973
C (-3.72, 3.50, 2.40)  -1.235
C (-2.44, 3.00, 1.81)  0.784
C (-1.22, 3.63, 1.79)  0.694
C (-0.85, 4.96, 2.37)  -1.117
C (-0.11, 4.82, 3.70)  -0.990
C (-0.29, 2.73, 1.14)  -0.022
N (-0.97, 1.59, 0.79)  -0.610
C (-2.27, 1.71, 1.19)  -0.123
C (-3.24, 0.72, 1.03)  -0.515
C (-3.11, -0.56, 0.50)  0.220
C (-4.14, -1.57, 0.43)  0.760
C (-5.52, -1.41, 0.99)  -1.158
C (-5.53, -1.54, 2.52)  -0.886
C (-3.59, -2.68, -0.16)  0.832
C (-2.21, -2.36, -0.45)  -0.068
C (-1.27, -3.20, -1.05)  -0.684
C (0.08, -2.96, -1.32)  -0.058
N (0.74, -1.81, -1.01)  -0.645
C (2.04, -1.92, -1.42)  0.007
C (3.01, -0.93, -1.28)  -0.665
C (2.89, 0.34, -0.70)  0.055
N (1.75, 0.85, -0.15)  -0.517
C (2.00, 2.13, 0.28)  -0.227
C (1.06, 2.97, 0.88)  -0.466
C (3.38, 2.44, 0.00)  0.778
C (3.93, 1.35, -0.61)  0.617
C (5.33, 1.15, -1.10)  -1.089
C (6.19, 0.33, -0.12)  -1.056
C (4.03, 3.75, 0.33)  -0.999
C (4.39, 3.86, 1.82)  -1.017
C (2.22, -3.23, -2.01)  0.883
C (1.01, -3.87, -1.95)  0.806
C (0.68, -5.25, -2.42)  -1.159
C (0.76, -6.28, -1.28)  -1.015
C (3.51, -3.74, -2.56)  -1.120
C (4.48, -4.20, -1.46)  -0.978
N (-1.97, -1.08, -0.04)  -0.632
C (-4.24, -4.00, -0.42)  -1.183
C (-4.08, -4.96, 0.77)  -0.985
H (-4.88, 3.34, 4.24)  0.385
H (-3.13, 3.36, 4.49)  0.246
H (-3.91, 1.90, 3.88)  0.216
H (-3.72, 4.59, 2.41)  0.436
H (-4.56, 3.17, 1.79)  0.428
H (-1.76, 5.54, 2.52)  0.319
H (-0.23, 5.51, 1.66)  0.402
H (-0.73, 4.30, 4.43)  0.246
H (0.15, 5.80, 4.10)  0.404
H (0.81, 4.24, 3.59)  0.200
H (-4.23, 0.97, 1.40)  0.367
H (-6.18, -2.16, 0.56)  0.306
H (-5.92, -0.43, 0.70)  0.433
H (-5.15, -2.52, 2.82)  0.235
H (-6.54, -1.43, 2.91)  0.390
H (-4.90, -0.78, 2.98)  0.151
H (-1.64, -4.18, -1.32)  0.305
H (3.99, -1.17, -1.66)  0.407
H (1.42, 3.94, 1.19)  0.481
H (5.80, 2.13, -1.25)  0.465
H (5.31, 0.65, -2.07)  0.386
H (6.26, 0.84, 0.84)  0.277
H (7.19, 0.20, -0.52)  0.401
H (5.75, -0.65, 0.05)  0.213
H (3.36, 4.57, 0.06)  0.360
H (4.94, 3.86, -0.26)  0.431
H (3.51, 3.77, 2.45)  0.172
H (4.86, 4.82, 2.03)  0.410
H (5.09, 3.07, 2.11)  0.280
H (1.36, -5.54, -3.21)  0.418
H (-0.33, -5.26, -2.84)  0.432
H (1.77, -6.34, -0.89)  0.254
H (0.47, -7.27, -1.65)  0.380
H (0.09, -6.01, -0.46)  0.263
H (3.99, -2.96, -3.15)  0.412
H (3.32, -4.58, -3.23)  0.326
H (4.70, -3.38, -0.76)  0.200
H (5.42, -4.54, -1.90)  0.389
H (4.05, -5.02, -0.88)  0.258
H (-3.81, -4.45, -1.32)  0.441
H (-5.30, -3.85, -0.62)  0.427
H (-3.02, -5.12, 0.99)  0.265
H (-4.54, -5.92, 0.55)  0.384
H (-4.55, -4.55, 1.66)  0.228
C (1.05, 2.80, -3.44)  -0.855
S (-0.47, 2.50, -2.51)  0.754
C (-1.65, 2.81, -3.84)  -1.167
O (-0.52, 1.00, -2.32)  -0.773
H (1.09, 2.10, -4.27)  0.386
H (1.89, 2.63, -2.76)  0.025
H (1.05, 3.83, -3.78)  0.467
H (-1.30, 2.35, -4.76)  0.361
H (-1.76, 3.89, -3.96)  0.415
H (-2.59, 2.37, -3.52)  0.369

Energy relative to the best compared isomer or geometry (same formula, charge and spin) in kcal/mol: 0.0
LUMO energy in eV: -3.62
Net charge: +1